Record 1
Formula: C37H34N2NiSb
Source: the Open Molecules 2025 dataset
Level of theory: wB97M-V/def2-TZVPD

```
75
Properties=species:S:1:pos:R:3:forces:R:3:lowdin_charge:R:1
Ni -0.0374 0.8784 1.1287 0.029 -0.110 -0.029 0.227
C 3.8510 0.7210 -0.6977 0.003 -0.007 0.005 -0.017
C 4.4484 -0.2815 0.0451 -0.004 0.003 -0.007 -0.021
C 3.7085 -0.9176 1.0274 -0.004 0.004 -0.002 0.015
C 2.3980 -0.5253 1.2488 -0.018 -0.019 -0.004 -0.174
N 1.8274 0.4697 0.5466 0.016 0.022 -0.009 0.050
C 2.5421 1.0628 -0.4128 0.021 0.040 0.050 -0.104
C 1.4994 -1.1975 2.2157 -0.014 0.007 -0.007 -0.174
C 1.9033 -2.2370 3.0346 0.009 -0.003 -0.015 0.011
C 0.9692 -2.8544 3.8512 0.001 -0.006 -0.003 -0.024
C -0.3416 -2.4198 3.8131 -0.012 -0.004 -0.011 -0.016
C -0.6709 -1.3619 2.9827 0.024 0.024 0.005 -0.057
N 0.2291 -0.7497 2.2098 0.026 0.033 0.064 0.072
H 4.3788 1.2345 -1.4884 -0.002 0.002 -0.003 0.120
H 5.4718 -0.5761 -0.1434 0.000 0.000 0.001 0.123
H 4.1470 -1.7190 1.6019 0.005 0.004 0.002 0.113
H 2.0436 1.8326 -0.9850 0.049 -0.046 0.024 0.064
H 2.9299 -2.5700 3.0369 0.000 -0.001 0.002 0.113
H 1.2648 -3.6695 4.4976 0.000 0.003 0.003 0.122
H -1.1089 -2.8813 4.4173 -0.002 0.002 -0.001 0.120
H -1.6806 -0.9841 2.9296 -0.022 0.029 0.012 0.111
C -4.5637 0.9577 2.3242 0.011 0.011 0.006 -0.084
C -3.6459 1.5317 3.1915 -0.020 -0.007 0.010 -0.086
C -2.2961 1.5737 2.8590 0.114 -0.027 0.054 -0.151
C -1.8360 1.0467 1.6552 -0.075 -0.057 -0.201 -0.335
C -2.7727 0.4669 0.7947 -0.106 -0.004 0.092 -0.140
C -4.1214 0.4164 1.1249 0.013 -0.006 -0.020 -0.077
H -5.6148 0.9334 2.5794 -0.001 -0.007 0.003 0.104
H -3.9796 1.9505 4.1333 0.001 0.000 -0.001 0.107
H -1.6003 2.0187 3.5637 0.003 0.012 -0.013 0.104
H -2.4548 0.0380 -0.1514 -0.006 0.011 -0.006 0.089
H -4.8278 -0.0377 0.4411 -0.001 0.002 -0.003 0.107
C -2.3587 4.6805 1.9080 0.017 0.008 0.009 -0.055
C -3.0799 4.2886 0.6461 0.012 -0.025 -0.003 -0.290
C -4.4095 4.6738 0.4939 -0.006 -0.004 -0.011 -0.037
C -5.1148 4.4051 -0.6678 -0.008 0.003 0.016 -0.066
C -4.4942 3.7448 -1.7155 0.005 -0.015 -0.007 -0.074
C -3.1735 3.3440 -1.5823 0.018 -0.003 -0.016 -0.110
C -2.4685 3.6009 -0.4102 -0.021 0.005 0.030 -0.302
Sb -0.4747 2.9136 -0.2037 -0.028 0.164 0.014 1.678
C 0.4304 4.7840 0.2420 -0.044 -0.009 -0.008 -0.335
C -0.1208 5.8866 -0.4087 0.021 0.008 -0.017 -0.142
C 0.3489 7.1646 -0.1558 0.011 0.001 0.003 -0.069
C 1.3715 7.3429 0.7650 -0.003 0.001 -0.006 -0.060
C 1.9078 6.2492 1.4248 -0.002 -0.001 -0.001 -0.038
C 1.4503 4.9552 1.1799 0.016 -0.016 0.014 -0.303
C 2.0740 3.8042 1.9256 -0.006 0.001 -0.004 -0.057
C 0.0327 2.4358 -2.2245 0.016 -0.032 -0.016 -0.318
C -0.6739 1.3247 -2.6930 0.005 0.008 0.013 -0.154
C -0.4651 0.8151 -3.9639 -0.009 -0.013 0.001 -0.072
C 0.4810 1.4123 -4.7808 0.008 -0.001 0.002 -0.063
C 1.2076 2.4950 -4.3135 0.002 -0.003 0.010 -0.040
C 1.0101 3.0261 -3.0382 -0.025 -0.005 -0.031 -0.295
C 1.8716 4.1881 -2.6163 -0.018 0.013 0.007 -0.045
H -3.0483 4.7012 2.7514 0.004 -0.013 -0.004 0.089
H -1.9159 5.6739 1.8069 -0.006 0.007 -0.007 0.089
H -1.5535 3.9906 2.1643 -0.008 0.014 0.006 0.039
H -4.8976 5.1981 1.3071 0.005 0.002 0.002 0.118
H -6.1475 4.7165 -0.7550 0.000 0.001 0.000 0.109
H -5.0314 3.5392 -2.6319 0.001 0.000 -0.001 0.108
H -2.6969 2.8330 -2.4083 0.005 0.006 -0.006 0.084
H -0.9354 5.7513 -1.1123 0.006 -0.001 0.000 0.108
H -0.0863 8.0137 -0.6659 0.002 0.000 0.000 0.111
H 1.7446 8.3358 0.9788 0.000 0.000 0.000 0.110
H 2.6950 6.3983 2.1542 -0.001 0.000 0.000 0.115
H 2.6066 4.1605 2.8061 0.004 -0.006 -0.003 0.084
H 2.7945 3.2706 1.3002 0.003 -0.009 -0.005 0.073
H 1.3259 3.0789 2.2556 -0.001 0.002 0.004 0.047
H -1.4094 0.8440 -2.0551 0.001 -0.007 0.000 0.081
H -1.0315 -0.0405 -4.3070 0.001 0.000 0.000 0.110
H 0.6635 1.0299 -5.7765 -0.003 0.002 -0.002 0.111
H 1.9585 2.9456 -4.9517 -0.002 0.001 -0.001 0.115
H 2.7273 4.2808 -3.2837 -0.002 0.005 0.002 0.083
H 2.2463 4.0877 -1.5966 0.001 -0.007 0.008 0.063
H 1.3199 5.1280 -2.6514 -0.010 0.010 0.012 0.085
```
Forces are in eV/Å.

Results
**HOMO level**: -10.919 eV
**Energy**: -89476.7512 eV
**Net charge**: +1
**LUMO**: -3.350 eV



Record 2
Formula: C4H31N3O10
Source: the Open Molecules 2025 dataset
Level of theory: wB97M-V/def2-TZVPD

```
48
Properties=species:S:1:pos:R:3:forces:R:3:lowdin_charge:R:1
C -0.3423 -1.3658 -0.8902 2.870 1.152 -0.169 -0.334
C 0.2569 -2.7626 -1.1297 -1.178 0.077 -1.792 -0.162
C 1.7347 -2.8325 -0.6216 0.886 -2.252 -0.901 -0.202
N 3.2723 -0.4235 -1.5263 2.962 1.415 1.498 0.121
C 3.2109 -0.8194 -0.3388 -0.815 -0.728 1.027 -0.284
N 2.2854 -1.7487 0.1905 1.784 -1.257 -4.881 -0.026
N -1.7094 -0.9689 -0.9894 -1.844 -2.097 0.138 0.006
H 0.1631 -0.9005 -0.0169 -0.831 -0.292 -0.230 0.094
H 0.1261 -0.8520 -1.7054 0.339 0.879 -0.149 0.063
H 0.3005 -2.8783 -2.3279 -0.399 -0.211 2.738 0.149
H -0.4817 -3.4773 -0.7107 0.918 -0.271 -0.166 0.100
H 1.9562 -3.8334 -0.1085 -0.778 1.341 -0.131 0.126
H 2.3516 -3.0507 -1.5514 -0.365 1.101 1.163 0.125
H 2.6201 -0.6699 -2.1854 -2.173 -1.211 -1.440 -0.001
H 3.9636 -0.5129 0.4189 -0.567 0.184 -0.595 0.132
H 1.8419 -1.6605 1.0084 -1.038 0.282 3.922 0.019
H -2.0933 -1.4572 -1.8258 0.205 0.754 0.509 0.110
H -2.2413 -1.4141 -0.2234 0.224 0.272 -0.336 0.073
H 0.6400 2.3201 -2.7503 -1.449 1.631 -0.610 0.076
H -0.6196 2.6163 -2.0892 -0.184 0.531 -0.182 0.034
O -0.2248 2.8241 -2.9573 1.871 -1.278 1.259 -0.092
H 1.3806 -0.2184 1.5487 0.486 1.481 0.281 0.015
H 0.6105 0.9066 2.1153 0.403 0.585 0.182 0.020
O 1.4778 0.7610 1.6570 -1.000 -1.958 0.246 -0.095
H 0.0352 -2.3499 3.0515 0.813 0.033 1.054 0.072
H -0.5656 -1.5905 2.0922 -0.256 1.302 -0.033 0.027
O 0.1095 -1.4240 2.7773 -0.474 -1.471 -0.902 -0.051
H -2.6287 0.7714 -1.8553 0.396 -0.331 0.022 -0.006
H -2.9554 2.2448 -2.1705 -0.205 -0.417 0.177 0.057
O -3.0776 1.5461 -1.5058 -0.254 1.029 -0.666 -0.063
H -0.6460 0.7469 3.6050 -0.283 -2.541 1.402 0.007
H -1.3812 1.5084 2.4430 -1.948 -0.465 -1.523 -0.036
O -0.7278 1.5061 3.1035 2.059 2.676 0.396 -0.004
H 2.3615 2.3969 -0.6655 4.288 0.729 -0.647 -0.002
H 1.4364 1.5785 0.1666 0.081 -4.069 4.283 -0.103
O 1.5188 2.1888 -0.4608 -4.425 3.703 -4.406 0.041
H 1.3780 2.6032 2.2171 0.583 2.199 1.858 0.024
H 0.4629 3.7638 2.3824 1.531 -0.080 1.177 0.056
O 1.3278 3.4558 2.7974 -1.703 -1.581 -2.898 -0.126
H -0.8921 1.2230 -3.5747 -0.897 2.302 -0.632 -0.037
H 0.2631 0.4316 -3.2490 -2.480 -0.931 -0.397 0.083
O -0.7448 0.3210 -3.4094 3.174 -2.015 0.452 -0.080
H -2.6481 2.3433 0.5170 0.715 -1.825 0.387 0.098
H -1.9653 0.9387 0.4075 1.015 -2.150 -3.054 -0.045
O -2.2746 1.5520 0.9947 -1.855 3.753 2.753 -0.032
H -2.9263 -0.7044 3.0689 -0.261 1.749 1.743 0.005
H -3.2902 -1.2132 1.7269 2.158 -0.990 2.571 0.125
O -2.6491 -1.4198 2.5494 -2.100 -0.740 -4.502 -0.072
```
Forces are in eV/Å.

Results
**HOMO level**: -9.449 eV
**Energy**: -29593.1746 eV
**Relative energy (zero: lowest compared OMol25 entry of this formula, charge and spin)**: 383.38 kJ/mol
**LUMO**: -0.119 eV



Record 3
Formula: C10H7Br3
Source: the Open Molecules 2025 dataset
Level of theory: wB97M-V/def2-TZVPD

```
20
Properties=species:S:1:pos:R:3:forces:R:3:lowdin_charge:R:1
C 1.7233 -1.0078 -3.1733 -0.002 -0.356 -1.140 0.068
C 1.4086 -0.0442 -2.5293 0.253 1.421 2.565 -0.315
C 1.3270 -0.5076 2.1764 0.845 0.549 -0.361 -0.034
C -2.2494 0.4925 -0.4879 0.567 -0.046 1.864 -0.226
C 0.6683 -0.6919 1.1870 1.815 0.445 2.983 -0.151
C -1.3678 -0.2108 -0.0357 -0.122 0.861 -0.646 -0.144
C 2.2413 -0.4122 3.3076 -0.442 2.036 0.399 -0.090
C -3.5037 1.1303 -0.6709 -1.275 -1.586 -2.221 -0.572
C 1.1708 0.8023 -1.4008 -2.804 -0.371 -1.625 -0.429
C -0.1262 -0.7895 0.1286 -1.134 -0.845 -4.576 -0.636
Br -4.9369 0.1189 0.2893 0.309 0.301 -0.264 0.587
Br -0.1953 2.2490 -1.8223 1.762 -1.453 0.606 0.668
Br 0.0161 -2.4397 -0.9379 0.008 0.486 0.702 0.779
H 1.9847 -1.6976 -3.9403 0.017 -0.148 0.142 0.039
H 3.0889 0.3808 3.2823 -1.484 -1.388 -0.463 0.116
H 1.5931 -0.1331 4.1725 0.791 -0.549 -0.217 0.091
H 2.6221 -1.4031 3.3491 0.755 -0.739 0.843 0.064
H -3.7070 2.1517 -0.4483 0.563 0.656 0.411 0.050
H -3.6794 0.9528 -1.7646 -0.559 0.441 0.866 0.088
H 1.9215 1.0591 -0.6814 0.138 0.286 0.131 0.047
```
Forces are in eV/Å.

Results
**HOMO level**: -7.832 eV
**Energy**: -220602.0929 eV
**Relative energy (zero: lowest compared OMol25 entry of this formula, charge and spin)**: 667.95 kJ/mol
**LUMO**: -1.463 eV



The lowest energy belongs to which entry? C10H7Br3